Entry 1:
Below is CHAgO5 as an isolated structure, with properties calculated with ωB97M-V with the def2-TZVPD basis set.

For the energy, the calculation gives -15272.803 eV. As for the charge: +1. For the energy above the lowest of the compared OMol25 structures with the same formula, charge and spin, the calculation gives 0.00 kcal/mol. The calculation puts the LUMO energy (spin up / spin down) at -0.219 / -0.318 hartree. Its HOMO energy (spin up / spin down) is -16.39 / -16.16 eV. As for the multiplicity: 2.

XYZ file:
```
8
Properties=species:S:1:pos:R:3:forces:R:3:mulliken_charge:R:1
O 1.383 0.798 0.819 -0.315 0.245 0.147 -0.51
O 1.031 -1.121 -0.421 0.655 -0.264 0.106 -0.50
O 0.507 -0.277 0.616 -1.893 -0.565 0.675 0.48
C -0.735 0.189 -0.154 -1.380 1.876 -0.612 0.77
O -0.660 0.966 -1.031 0.510 -0.850 0.726 -0.33
O -1.701 -0.383 0.480 0.383 -0.522 0.307 -0.35
Ag 2.739 0.001 -0.398 2.109 -0.001 -1.176 1.02
H -2.564 -0.171 0.089 -0.069 0.081 -0.172 0.42
```
Forces are in eV/Å.



Entry 2:
Below is a 2-piece molecular cluster, C11H11NS overall, with properties calculated with ωB97M-V with the def2-TZVPD basis set.

For the energy, the calculation gives -23903.312 eV. As for the charge: 0. For the energy above the lowest of the compared OMol25 structures with the same formula, charge and spin, the calculation gives 159.18 kcal/mol. The calculation puts the LUMO energy (spin up / spin down) at -0.034 / -0.034 hartree. Its HOMO energy (spin up / spin down) is -7.38 / -7.40 eV.

XYZ file:
```
24
Properties=species:S:1:pos:R:3:forces:R:3:mulliken_charge:R:1
C 0.092 -1.833 -3.096 1.104 0.486 1.026 0.21
C 0.495 0.534 3.121 0.866 -0.452 1.118 -0.33
C 0.341 1.650 2.350 -1.151 -1.590 -1.992 -0.61
C 0.456 -0.728 2.612 0.656 -1.286 -1.080 -0.56
C -0.064 1.531 1.029 1.036 -2.260 1.493 -0.48
C 0.185 -0.872 1.231 -0.631 -1.977 1.340 -0.36
C -0.144 0.210 0.474 -0.250 2.682 0.011 0.62
C 0.897 -1.785 -1.942 -2.116 -0.070 0.660 0.16
C -0.375 0.080 -0.917 -0.932 -1.074 -2.450 -0.37
C 2.316 -1.512 -1.866 -0.247 1.337 -2.329 -0.99
C -2.891 1.525 -0.827 1.791 -4.887 4.442 -1.03
N -0.723 -1.871 -3.914 -0.486 -0.161 -0.729 -0.51
S -1.711 0.572 -1.813 1.825 -0.280 0.803 0.10
H 0.891 0.671 4.108 -0.091 0.017 0.547 0.33
H 0.658 2.511 2.786 0.404 2.784 0.821 0.50
H 0.882 -1.566 3.210 -0.891 0.550 -0.546 0.32
H 0.064 2.329 0.390 -0.433 1.814 -1.333 0.49
H 0.056 -1.849 0.744 0.570 0.333 0.337 0.45
H 2.618 -1.494 -0.826 0.754 0.409 -0.288 0.29
H 2.796 -2.272 -2.474 0.072 -1.224 0.456 0.40
H 2.623 -0.737 -2.656 -0.042 0.176 1.866 0.28
H -3.062 0.982 0.254 0.683 1.432 -2.532 0.26
H -3.774 1.441 -1.276 -3.641 -0.244 -2.133 0.47
H -2.626 2.481 -0.702 1.149 3.484 0.491 0.36
```
Forces are in eV/Å.



Entry 3:
Below is C29H29AsN5O4STi as an isolated structure, with properties calculated with ωB97M-V with the def2-TZVPD basis set.

For the energy, the calculation gives -140969.131 eV. As for the charge: +1. The calculation puts the LUMO energy (spin up / spin down) at -0.132 / -0.140 hartree. Its HOMO energy (spin up / spin down) is -9.53 / -9.81 eV. As for the multiplicity: 3.

XYZ file:
```
70
Properties=species:S:1:pos:R:3:forces:R:3:mulliken_charge:R:1
Ti 1.265 0.990 0.656 0.401 -1.202 0.391 0.38
O 3.597 -0.710 3.732 0.002 -0.015 -0.078 -0.52
C 3.136 -0.021 2.699 0.014 0.041 0.161 0.57
O 1.899 0.116 2.495 0.004 -0.012 0.005 -0.35
C 4.038 0.634 1.818 0.131 0.075 -0.140 -0.05
C 5.424 0.806 1.942 -0.116 -0.102 0.086 -0.72
C 6.060 1.702 1.121 -0.005 0.129 -0.129 -0.66
C 5.288 2.505 0.241 0.172 -0.063 0.048 -0.78
C 3.948 2.275 0.151 -0.160 0.082 -0.072 0.74
N 3.330 1.278 0.839 -0.087 0.075 0.048 0.18
C 2.920 3.127 -0.490 0.159 0.092 0.144 0.72
O 3.215 4.158 -1.250 0.083 -0.062 -0.071 -0.47
O 1.744 2.893 -0.233 -0.187 0.145 -0.013 -0.43
H 2.848 -1.039 4.250 -0.002 0.005 0.000 0.39
H 5.968 0.263 2.703 -0.025 -0.022 0.004 0.52
H 7.126 1.857 1.199 0.000 0.005 -0.009 0.45
H 5.769 3.305 -0.307 -0.011 0.006 0.005 0.25
H 4.169 4.249 -1.380 -0.026 -0.008 -0.017 0.30
S 0.897 0.342 -1.656 0.164 -0.023 0.134 -0.67
C -0.535 1.354 -1.650 -0.619 0.402 -0.076 0.29
N -1.150 1.749 -2.747 0.076 -0.058 0.035 -0.35
N -0.619 1.453 -3.879 0.031 -0.021 -0.191 0.37
C -1.217 1.818 -5.105 0.027 -0.017 0.086 0.63
C -0.564 1.451 -6.274 -0.016 0.008 -0.014 -0.43
C -1.120 1.788 -7.498 0.007 -0.004 0.018 -0.56
C -2.317 2.486 -7.549 0.005 -0.004 -0.030 -0.53
C -2.958 2.846 -6.372 -0.006 0.002 0.027 -0.53
C -2.416 2.516 -5.140 -0.025 0.019 -0.061 -0.35
N -1.239 1.788 -0.558 -0.172 -0.069 -0.322 -0.68
N -0.749 1.575 0.586 0.060 0.257 -0.113 1.23
C -1.564 1.948 1.690 0.008 -0.080 0.044 0.44
C -0.926 2.180 2.902 -0.029 -0.016 0.009 -0.34
C -1.673 2.502 4.023 0.022 0.000 -0.003 -0.83
C -3.055 2.583 3.932 -0.004 -0.002 -0.001 -0.50
C -3.687 2.342 2.718 -0.016 0.002 0.006 -0.71
C -2.949 2.019 1.591 0.017 0.032 0.007 -0.37
H 0.266 0.949 -3.896 0.003 0.003 -0.004 0.18
H 0.371 0.904 -6.227 0.002 0.000 0.001 0.35
H -0.614 1.503 -8.410 -0.004 0.003 -0.005 0.37
H -2.751 2.749 -8.504 0.003 -0.001 -0.001 0.38
H -3.892 3.391 -6.410 0.000 0.000 0.004 0.37
H -2.910 2.794 -4.220 0.016 -0.009 0.013 0.41
H 0.157 2.124 2.975 0.002 -0.006 -0.002 0.33
H -1.176 2.694 4.965 -0.005 -0.001 0.003 0.41
H -3.642 2.831 4.806 0.004 0.003 0.002 0.41
H -4.765 2.400 2.651 0.001 -0.002 -0.007 0.39
H -3.430 1.827 0.642 0.009 -0.003 0.000 0.45
C -0.962 -1.745 2.723 0.084 -0.030 0.069 -1.23
As -0.146 -1.551 0.966 -0.048 0.575 0.149 0.79
C -1.759 -1.632 -0.113 0.033 -0.078 -0.084 -1.23
C 0.656 -3.317 0.656 0.048 -0.072 -0.082 -1.44
C -0.179 -4.448 1.175 0.006 -0.001 -0.017 0.52
C 0.013 -4.938 2.464 0.000 -0.006 -0.010 -0.23
C -0.786 -5.957 2.962 0.006 0.006 0.004 -0.66
C -1.791 -6.500 2.175 -0.007 -0.003 0.000 -0.47
C -1.985 -6.025 0.885 -0.004 -0.008 0.010 -0.65
C -1.183 -5.008 0.390 -0.007 0.016 -0.004 -0.25
H -0.202 -1.992 3.463 -0.006 0.026 0.018 0.31
H -1.716 -2.529 2.714 0.007 -0.008 -0.008 0.45
H -1.417 -0.791 2.993 -0.014 -0.021 -0.006 0.30
H -1.497 -1.824 -1.153 -0.007 0.040 -0.009 0.36
H -2.266 -0.670 -0.049 -0.028 -0.013 0.000 0.26
H -2.424 -2.414 0.250 0.034 -0.010 0.005 0.51
H 1.647 -3.306 1.113 -0.022 0.001 0.039 0.59
H 0.798 -3.388 -0.424 0.011 0.012 0.003 0.51
H 0.804 -4.525 3.081 0.000 -0.002 0.005 0.35
H -0.619 -6.332 3.963 -0.001 0.000 0.000 0.40
H -2.413 -7.296 2.560 0.001 -0.001 -0.001 0.40
H -2.758 -6.454 0.261 0.003 0.003 -0.006 0.39
H -1.332 -4.650 -0.623 0.002 -0.007 0.004 0.39
```
Forces are in eV/Å.



Entry 4:
Below is one molecule with the formula C24H25N3O2S, with properties calculated with ωB97M-V with the def2-TZVPD basis set.

For the energy, the calculation gives -44696.511 eV. As for the charge: 0. For the energy above the lowest of the compared OMol25 structures with the same formula, charge and spin, the calculation gives 0.00 kcal/mol. The calculation puts the LUMO energy at 0.000 hartree. Its HOMO energy is -8.16 eV.

XYZ file:
```
55
Properties=species:S:1:pos:R:3:forces:R:3:mulliken_charge:R:1
C 0.775 9.260 0.203 -0.031 0.017 -0.023 -1.43
C 0.451 7.803 0.071 0.100 -0.086 0.083 0.90
C -0.629 7.406 -0.728 -0.004 -0.046 0.000 -0.59
C -0.971 6.083 -0.884 0.037 -0.078 0.036 -0.63
C -0.219 5.110 -0.227 0.688 0.859 0.463 -0.32
N -0.422 3.769 -0.276 -0.445 -0.900 -0.269 -0.56
C 0.425 3.111 0.428 0.461 1.002 0.271 0.74
C 0.440 1.672 0.554 -0.041 -0.918 0.044 0.94
C 1.399 1.016 1.325 -0.235 0.157 -0.168 -1.07
C 1.391 -0.359 1.432 -0.077 -0.189 -0.006 -0.68
C 0.426 -1.098 0.758 0.025 0.452 -0.012 0.64
N 0.419 -2.511 0.861 -0.028 0.417 0.018 0.39
C 1.570 -3.287 0.772 0.221 -0.406 -0.025 0.38
O 2.671 -2.858 0.562 0.125 0.037 -0.002 -0.60
C 1.170 -4.728 0.989 -0.062 0.003 0.013 -1.10
C -0.357 -4.734 0.961 0.010 -0.278 0.012 -0.26
N -0.879 -5.352 -0.250 0.046 0.055 0.175 0.08
C -2.279 -5.729 -0.156 -0.211 -0.287 -0.067 -0.61
C -2.634 -6.635 -1.331 -0.146 0.222 0.045 -0.75
C -2.363 -5.923 -2.651 0.270 -0.259 0.162 -0.87
C -0.909 -5.453 -2.688 -0.148 0.347 -0.177 0.54
C -0.599 -4.687 -3.969 0.006 -0.173 0.249 -1.75
C -0.642 -4.581 -1.460 0.176 -0.341 -0.218 -0.80
C -0.736 -3.257 1.046 -0.171 -0.255 0.178 0.08
O -1.841 -2.802 1.185 -0.070 -0.009 -0.002 -0.59
C -0.534 -0.456 -0.018 0.096 -0.145 0.042 -0.04
C -0.528 0.919 -0.114 0.194 0.155 0.114 -1.23
S 1.628 4.115 1.273 -0.443 -0.072 -0.336 -0.42
C 0.871 5.512 0.579 -0.307 -0.343 -0.208 0.96
C 1.205 6.847 0.729 -0.037 0.146 -0.041 -0.85
H -0.074 9.799 0.621 -0.004 0.098 0.035 0.33
H 1.637 9.412 0.848 0.050 0.071 0.032 0.34
H 0.991 9.689 -0.775 0.040 0.093 -0.023 0.33
H -1.206 8.167 -1.233 -0.071 0.078 -0.061 0.39
H -1.803 5.781 -1.499 -0.106 -0.027 -0.079 0.45
H 2.151 1.589 1.847 0.096 -0.015 0.069 0.33
H 2.135 -0.862 2.029 0.049 -0.039 0.023 0.41
H 1.602 -5.371 0.223 0.005 0.058 0.005 0.34
H 1.562 -5.053 1.954 0.017 0.043 -0.006 0.38
H -0.784 -5.273 1.811 0.033 0.156 -0.069 0.80
H -2.430 -6.268 0.782 -0.016 0.082 0.011 0.40
H -2.936 -4.844 -0.155 0.000 -0.043 0.053 0.29
H -3.684 -6.923 -1.261 -0.019 -0.058 0.023 0.40
H -2.024 -7.538 -1.274 -0.021 -0.073 0.029 0.32
H -2.564 -6.591 -3.490 -0.038 0.041 -0.073 0.36
H -3.024 -5.057 -2.743 -0.051 0.079 -0.063 0.30
H -0.258 -6.331 -2.626 0.006 0.021 0.049 0.32
H 0.443 -4.374 -3.988 0.117 0.069 -0.068 0.44
H -1.225 -3.800 -4.044 -0.073 0.126 -0.052 0.35
H -0.786 -5.312 -4.839 -0.011 -0.018 -0.128 0.43
H 0.396 -4.241 -1.476 0.012 0.035 -0.033 0.43
H -1.295 -3.692 -1.509 0.024 0.049 0.001 0.16
H -1.283 -1.033 -0.536 -0.052 -0.048 -0.023 0.40
H -1.265 1.435 -0.709 -0.071 0.031 -0.055 0.47
H 2.042 7.132 1.349 0.086 0.108 0.057 0.31
```
Forces are in eV/Å.



Entry 5:
Below is C11H18F7NO10PS as an isolated structure, with properties calculated with ωB97M-V with the def2-TZVPD basis set.

For the energy, the calculation gives -72814.582 eV. As for the charge: -1. The calculation puts the LUMO energy at 0.087 hartree. Its HOMO energy is -5.48 eV.

XYZ file:
```
49
Properties=species:S:1:pos:R:3:forces:R:3:mulliken_charge:R:1
O -0.993 1.316 -0.789 -0.120 0.109 -0.127 -0.59
S -1.325 -0.024 -0.343 0.320 -0.411 0.431 1.02
O -2.377 -0.141 0.637 -0.021 0.140 -0.107 -0.71
N -1.321 -1.138 -1.398 -0.022 0.146 -0.318 -0.29
P -1.319 -0.885 -3.054 -0.080 0.036 0.396 -0.10
O -2.258 0.430 -3.257 -0.113 0.082 -0.422 -0.25
O 0.121 -0.077 -3.363 0.071 -0.327 -0.143 -0.47
C 0.141 -0.465 0.737 -0.019 0.170 -0.207 0.44
F -0.136 -1.574 1.455 -0.073 -0.237 0.111 -0.29
F 0.286 0.552 1.612 0.032 0.207 0.230 -0.29
C 1.545 -0.660 0.094 -0.074 -0.138 -0.134 0.69
F 2.484 -0.407 1.043 0.043 -0.006 0.118 -0.31
F 1.724 0.214 -0.903 0.071 0.107 -0.069 -0.20
C 1.929 -2.066 -0.450 -0.110 -0.059 -0.066 0.43
F 1.199 -2.443 -1.496 0.242 0.028 0.228 -0.20
F 3.219 -2.021 -0.841 -0.202 -0.017 0.000 -0.29
F 1.832 -2.997 0.506 0.069 0.040 -0.180 -0.21
H -1.807 1.237 -2.965 -0.133 -0.016 0.156 0.25
H 0.765 -0.752 -3.610 0.076 0.172 0.027 0.30
C -4.473 5.483 -6.482 0.096 -0.013 0.014 -1.08
C -5.052 4.602 -5.396 -0.135 0.021 -0.023 -0.22
O -4.038 3.849 -4.721 0.037 0.004 -0.017 -0.31
C -3.339 4.520 -3.803 0.060 0.007 0.109 0.70
O -3.511 5.676 -3.496 0.000 -0.033 -0.043 -0.60
O -2.435 3.702 -3.287 -0.044 -0.004 -0.104 -0.20
C -1.577 4.272 -2.289 0.119 -0.092 0.140 -0.47
H -3.879 4.886 -7.175 -0.033 -0.003 -0.018 0.28
H -5.278 5.965 -7.038 -0.009 -0.002 -0.004 0.35
H -3.836 6.255 -6.054 -0.023 0.004 0.017 0.31
H -5.712 3.846 -5.818 0.029 -0.025 0.009 0.29
H -5.613 5.187 -4.667 0.048 0.023 0.011 0.31
H -2.166 4.754 -1.512 -0.015 0.018 -0.018 0.31
H -0.902 4.995 -2.745 -0.049 0.034 -0.019 0.29
H -1.023 3.436 -1.871 -0.037 0.020 0.007 0.08
C 1.917 -3.517 3.613 0.170 -0.020 0.034 -0.78
C 1.609 -4.309 4.861 -0.235 0.045 -0.041 -0.37
O 2.788 -4.937 5.412 0.072 0.011 0.011 -0.35
C 3.577 -4.147 6.129 -0.006 0.009 0.017 0.79
O 3.384 -2.992 6.408 0.009 -0.050 -0.018 -0.55
O 4.644 -4.862 6.514 -0.033 0.010 -0.020 -0.34
C 5.601 -4.122 7.272 0.031 -0.029 0.024 -0.64
H 2.425 -4.145 2.881 -0.050 -0.006 -0.021 0.30
H 0.994 -3.146 3.168 -0.011 0.001 -0.006 0.20
H 2.554 -2.662 3.836 -0.030 0.013 0.024 0.33
H 0.946 -5.143 4.639 0.044 -0.030 0.013 0.31
H 1.143 -3.691 5.627 0.072 0.024 0.014 0.32
H 5.129 -3.634 8.122 -0.005 0.013 -0.008 0.30
H 6.083 -3.371 6.647 -0.025 0.023 0.010 0.29
H 6.332 -4.850 7.612 -0.004 -0.003 -0.017 0.21
```
Forces are in eV/Å.



What is the charge in the first record?
+1



Among the records above, which one has the lowest charge?
C11H18F7NO10PS



Which of these has the lowest charge?
C11H18F7NO10PS



Which formula does entry 4 have?
C24H25N3O2S